[1]
The following is a DFT calculation (ωB97M-V with the def2-TZVPD basis set) of a cluster of 2 separate species, CH5O4P in total.

Positions of all 11 atoms, in Å:
1 C 1.659 -0.357 0.396
2 O -1.748 -1.121 -0.296
3 O -2.359 1.177 0.335
4 O 0.530 0.540 0.391
5 O 0.531 1.125 -0.944
6 P -1.971 -0.061 0.962
7 H 1.922 -0.555 -0.555
8 H 1.319 -1.217 1.013
9 H 2.380 0.167 1.008
10 H -1.798 -0.878 -1.259
11 H -0.464 1.181 -1.051

Values from the calculation:
strongest force on any atom = 5.08 eV/Å
DFT total energy = -18594.392 eV
frontier orbital gap = 10.30 eV
LUMO energy = 0.167 eV
E_HOMO = -10.13 eV
SMILES string = O=PO.COO
relative energy (zero: lowest compared OMol25 entry of this formula, charge and spin) = 5.2861 eV

[2]
The following is a DFT calculation (ωB97M-V with the def2-TZVPD basis set) of a cluster of 2 separate species, CH5OS in total.

Positions of all 8 atoms, in Å:
1 S 0.364 -0.842 2.372
2 H 0.067 -2.180 2.112
3 C -0.230 0.770 -0.810
4 O 0.783 -0.258 -0.957
5 H -0.526 1.179 -1.824
6 H -1.144 0.474 -0.301
7 H 0.190 1.651 -0.379
8 H 0.496 -0.794 -0.212

Values from the calculation:
strongest force on any atom = 2.55 eV/Å
DFT total energy = -14001.293 eV
frontier orbital gap = 6.97 eV
LUMO energy = 4.246 eV
E_HOMO = -2.72 eV
total charge = -1
relative energy (zero: lowest compared OMol25 entry of this formula, charge and spin) = 0.5129 eV